The following is a DFT calculation (the ωB97M-V functional and the def2-TZVPD basis) of C24H30ClN4O6P3S in the gas phase in a non-equilibrium geometry.

Geometry as XYZ:
```
69
Properties=species:S:1:pos:R:3:forces:R:3
C 2.23961 3.08437 4.63682 3.283 -7.088 -6.220
C 2.76081 2.02245 3.84023 -3.685 7.195 4.893
C 3.34643 0.84318 2.81124 -0.481 2.030 0.479
C 3.36368 1.51201 1.30512 0.224 2.101 -2.809
C 4.09524 3.00108 1.18259 -1.214 -1.578 -3.291
C 4.23608 3.82193 -0.26299 -3.088 -4.892 -0.663
P 5.15366 5.49602 -0.28427 1.245 -0.053 0.367
N 4.07259 6.88381 -0.56505 0.244 -1.546 -1.242
O 6.24602 5.37979 -1.68062 -3.185 1.532 0.768
C 3.55909 3.09573 -1.57032 -0.111 -1.903 3.968
Cl 3.64702 3.94536 -3.22940 -0.296 -1.533 2.603
C 2.83060 1.59852 -1.43194 0.931 0.663 2.328
C 2.70776 0.75647 -0.03835 2.532 5.485 0.992
N 2.13195 -0.60041 0.20240 0.494 -0.281 -2.622
P 3.52263 -1.72378 0.26796 6.227 0.562 -1.886
O 4.89520 -0.95939 -0.08338 -5.526 -3.168 1.499
O 3.77185 -2.45888 1.82887 -2.803 1.801 -1.700
O 3.20678 -2.98017 -0.93367 0.962 1.485 2.966
C 1.07792 -1.04602 -0.77272 -3.698 -1.807 -2.895
C 0.03160 -2.25221 -0.25764 -0.017 1.880 -3.810
C 0.27094 -2.79979 1.25018 0.546 0.559 0.246
C -0.81397 -3.78678 1.91596 -0.122 -1.038 0.254
C -2.30118 -3.17147 2.20874 0.123 -0.516 0.830
C -2.35934 -1.54863 2.43394 -0.852 -1.106 -0.196
C -3.98224 -1.17044 2.58201 1.039 -0.827 -0.691
C -4.56299 -1.04704 1.05306 -0.210 -0.624 0.819
O -4.31872 0.36915 0.61996 -3.953 -0.097 -0.662
C -5.66440 0.97976 0.68786 -2.594 -0.177 5.009
O -6.17768 1.20662 1.91426 3.041 -1.059 -7.738
C -6.56261 1.36480 -0.62844 1.685 -0.210 -2.071
C -6.06932 1.41573 -2.03819 -1.059 0.268 2.646
C -1.07015 -2.76023 -1.35840 1.161 2.113 -1.314
N -2.03071 -3.87902 -1.02848 1.925 0.468 -1.108
C -1.22963 -2.14709 -2.90649 3.676 1.985 2.300
C -0.20968 -0.96789 -3.40600 -0.156 -2.964 4.097
P -0.36371 -0.23723 -5.18999 -1.188 3.308 1.649
N -0.87402 1.32336 -5.13861 0.768 -2.260 0.842
C 0.92607 -0.46456 -2.33379 -1.303 -1.791 1.348
S 2.12683 0.86455 -3.00201 -0.694 -0.863 2.656
H 1.69406 4.05287 5.07033 1.631 -2.870 -1.149
H 4.44940 0.63043 3.14463 -2.269 0.138 -0.680
H 2.62529 -0.08065 2.91298 1.562 1.953 -0.335
H 4.57337 3.51709 2.13287 -1.192 -1.333 -2.144
H 3.70824 6.93583 -1.54152 -0.131 -0.023 1.229
H 3.32376 6.97685 0.15540 0.899 -0.265 -0.944
H 5.86269 5.95562 -2.40666 0.710 -1.089 0.935
H 3.03685 -2.19814 2.48404 1.440 -0.626 -1.497
H 3.96910 -3.63487 -0.94777 -1.055 1.315 0.260
H 1.34297 -3.32029 1.29985 -2.339 0.913 -0.336
H 0.37485 -1.84376 1.95796 -0.273 -1.841 -1.649
H -0.37400 -4.16678 2.95905 -0.733 0.980 -2.299
H -0.93969 -4.76012 1.24874 0.319 2.122 1.387
H -3.03843 -3.58462 1.39022 1.477 1.218 1.479
H -2.66645 -3.65993 3.23547 0.733 1.018 -2.201
H -1.87936 -1.00880 1.50353 -1.023 -0.840 1.939
H -1.77710 -1.29445 3.41900 -1.077 -0.348 -1.943
H -4.54529 -2.08837 3.08418 1.273 2.066 -0.775
H -4.04738 -0.18843 3.21830 -0.443 -1.935 -1.554
H -5.71910 -1.30934 0.96668 2.434 0.660 0.371
H -4.01901 -1.80721 0.31734 -0.825 1.893 1.547
H -7.68671 1.67010 -0.44124 2.943 0.432 0.144
H -5.58859 0.51054 -2.62136 0.091 2.364 1.763
H -6.22741 2.45295 -2.60729 -0.664 -2.908 0.822
H -2.98206 -3.72412 -1.42979 1.385 -0.107 0.176
H -1.58221 -4.74887 -1.44656 -1.164 1.376 0.721
H -2.03406 -2.55680 -3.67479 1.820 0.825 2.018
H -1.38684 -0.93855 -5.97426 1.334 -0.357 0.718
H 0.93081 -0.37483 -5.86063 -1.045 -0.455 0.472
H -1.02775 1.62298 -4.14913 0.309 -0.327 -1.119
```
Forces are in eV/Å.

For the HOMO-LUMO gap, the calculation gives 6.798 eV. The HOMO energy is -0.29150 hartree. As for the total charge: 0.


The following is a DFT calculation (the ωB97M-V functional and the def2-TZVPD basis) of 3 unconnected molecules or ions with the total composition C5H14OP in a non-equilibrium geometry.

Geometry as XYZ:
```
21
Properties=species:S:1:pos:R:3:forces:R:3
C -1.80906 1.90997 1.52615 -1.241 -0.081 -0.480
C -1.98083 -1.88476 0.31468 -3.537 0.569 3.143
C -0.27780 0.88266 -1.49169 -1.171 -0.790 -0.145
C 2.05518 -2.87334 -2.69475 3.566 -1.568 0.094
C -0.74833 1.95891 2.31110 2.784 0.247 0.927
O -1.28664 -0.88054 -0.30311 -0.746 -0.493 -1.186
P -0.19591 0.07505 0.19434 1.181 1.275 -0.996
H 1.40855 -3.20058 -1.91150 -1.200 -0.221 -0.141
H -2.61037 1.26740 1.88576 -0.065 -0.210 -0.609
H -2.01347 2.58090 0.68212 0.134 -0.096 0.586
H -1.45002 -2.42712 1.03505 1.266 -0.170 1.560
H -2.36567 -2.67685 -0.23840 -0.337 -0.722 -2.412
H -2.93932 -1.43236 0.79760 1.722 -0.639 -0.591
H 0.47798 1.61329 -1.82334 -0.381 -0.381 0.395
H -1.35971 1.28166 -1.55041 1.756 -0.408 -0.127
H -0.27935 -0.09802 -2.11575 0.251 1.899 0.668
H 2.03900 -1.82487 -2.92553 0.020 0.498 0.263
H 2.10376 -3.42436 -3.65628 -0.874 0.083 0.751
H 3.07908 -3.20866 -2.21772 -1.534 1.235 -0.945
H -0.53928 1.19081 3.09625 -0.614 0.876 -0.521
H 0.07476 2.72720 2.23327 -0.979 -0.903 -0.235
```
Forces are in eV/Å.

For the HOMO-LUMO gap, the calculation gives 8.895 eV. The HOMO energy is -0.53348 hartree. As for the total charge: +1.


The following is a DFT calculation (the ωB97M-V functional and the def2-TZVPD basis) of 12 unconnected molecules or ions with the total composition C34H97N5O19 in a non-equilibrium geometry.

Geometry as XYZ:
```
155
Properties=species:S:1:pos:R:3:forces:R:3
C -1.75525 -4.20188 1.70276 -0.125 -0.642 -0.089
O -0.47352 -4.68555 2.09523 -0.859 0.959 0.318
C -0.38606 -4.93602 3.49329 1.639 -0.919 -0.412
C -1.00169 -6.25860 3.92453 -1.534 -0.601 1.525
C -2.39214 -6.08492 4.58878 -0.348 0.756 0.370
N -0.25660 -7.01629 4.94177 0.635 -0.494 -0.592
H -2.02133 -3.29691 2.25344 -0.018 -0.014 0.042
H -2.47498 -5.00433 1.88766 -0.268 0.276 0.020
H -1.76649 -3.99495 0.63414 0.273 0.020 0.023
H 0.70600 -4.98556 3.57656 -0.044 -0.252 0.561
H -0.71529 -4.17222 4.20692 -0.289 0.553 -0.668
H -1.11111 -6.98527 3.12031 0.183 0.424 -0.451
H -2.72504 -7.02709 5.01647 0.018 -0.086 -0.176
H -3.22677 -5.63191 4.04416 0.328 -0.281 -0.674
H -2.32580 -5.38078 5.42881 0.412 -0.174 0.152
H 0.47152 -7.52650 4.46154 0.247 -0.009 0.193
H 0.16438 -6.53210 5.72300 -0.230 0.474 -0.140
C -5.57233 7.18027 3.12529 0.793 1.097 0.500
O -5.12003 6.05406 3.84721 -0.987 -0.133 0.306
C -4.07854 5.33877 3.22366 0.810 0.559 -0.412
C -4.16531 3.87322 3.57758 -1.849 -0.154 -0.511
C -3.01645 3.03715 3.06978 0.747 1.042 0.290
N -5.40941 3.38821 2.92760 0.172 -0.003 -0.088
H -6.19597 6.99622 2.25110 0.261 -0.490 -0.200
H -4.69720 7.79701 2.89449 0.016 -0.082 -0.666
H -6.13327 7.87421 3.75471 -0.243 -0.589 0.458
H -4.14871 5.50101 2.14101 0.015 -0.402 -0.078
H -3.10475 5.75132 3.52778 -0.030 0.006 0.127
H -4.36116 3.81777 4.65653 0.802 -0.054 0.123
H -3.19953 1.97034 3.17268 0.095 -0.005 0.096
H -2.11710 3.36483 3.60228 0.083 -0.511 0.181
H -2.78707 3.27518 2.02908 -0.358 -0.164 -0.139
H -6.16038 4.00578 3.22033 -0.099 -0.172 -0.008
H -5.61062 2.45916 3.28123 -0.182 0.044 -0.058
C -3.49240 -0.92619 -9.30853 -1.768 0.357 0.645
O -3.16811 0.16246 -8.47192 1.012 0.306 -0.179
C -3.43960 0.01099 -7.08122 0.490 -0.298 -0.673
C -2.52924 0.99133 -6.32082 0.763 0.590 0.457
C -2.91108 1.19915 -4.88695 -1.565 -1.689 1.325
N -2.32893 2.29518 -6.99974 -0.462 -1.201 -0.444
H -3.74321 -1.79030 -8.68498 0.488 -0.316 -0.282
H -2.76119 -1.12984 -10.08632 0.303 0.070 0.292
H -4.44764 -0.65774 -9.78202 0.133 -0.226 -0.347
H -4.51838 0.13894 -6.94090 0.000 0.246 0.421
H -3.16123 -1.01606 -6.82314 -0.182 -0.008 0.383
H -1.54230 0.52733 -6.21397 0.063 -0.005 -0.703
H -2.81161 0.24539 -4.34365 0.484 -0.074 -0.157
H -3.99351 1.29053 -4.72529 0.049 0.943 -0.260
H -2.35279 1.91019 -4.28620 0.003 0.391 -0.489
H -3.27187 2.63975 -7.18673 0.124 0.314 0.092
H -2.02687 1.97547 -7.92243 0.099 0.594 -0.047
C 1.58172 -1.76469 1.64745 -0.079 -0.138 -0.044
O 0.80361 -0.69881 1.15177 0.051 0.220 -0.027
C 0.00958 -1.07592 0.04836 -1.207 0.554 -0.020
C -0.80810 0.12771 -0.43416 -0.049 0.491 -0.966
C -1.91347 0.58353 0.51572 0.939 0.603 0.094
N -1.41592 -0.09937 -1.75551 -0.118 -0.460 0.015
H 2.08445 -2.27216 0.81843 0.115 -0.163 0.110
H 0.97410 -2.49348 2.19705 -0.108 -0.090 -0.182
H 2.32383 -1.37864 2.34683 0.032 0.239 -0.148
H 0.60169 -1.47790 -0.77441 0.302 0.057 0.049
H -0.74176 -1.82300 0.33249 0.218 -0.377 0.092
H -0.14239 0.98951 -0.56079 0.342 -0.146 0.597
H -1.47932 0.42551 1.50483 -0.612 0.212 0.298
H -2.92016 0.18678 0.39026 0.285 -0.736 -0.052
H -2.03132 1.65248 0.32796 0.014 0.066 0.371
H -1.90084 0.76259 -1.99068 -0.153 -0.120 -0.147
H -0.73036 -0.24063 -2.49196 0.112 0.005 0.089
C 3.74131 -0.13526 -1.69434 0.196 0.054 -1.043
O 3.46124 1.20781 -1.35505 0.272 0.013 -0.566
C 2.27681 1.72875 -1.95877 -1.320 -0.961 0.853
C 2.47222 2.66718 -3.13694 2.193 0.625 0.538
C 3.55385 2.17717 -4.09695 -0.095 -1.131 -0.586
N 3.04789 3.95662 -2.60125 -0.691 -0.281 0.212
H 3.98105 -0.28270 -2.75747 -0.317 0.351 -0.139
H 2.86051 -0.75145 -1.50101 0.245 -0.308 0.444
H 4.67465 -0.45756 -1.23551 -0.357 -0.009 0.756
H 1.55366 0.93944 -2.21429 0.548 -0.436 -0.508
H 1.72676 2.09714 -1.08481 0.091 1.157 -0.356
H 1.57473 2.81363 -3.73791 -0.327 0.185 0.557
H 3.44449 1.14900 -4.46494 -0.388 0.094 0.068
H 4.53291 2.18805 -3.61984 0.020 0.232 0.009
H 3.53474 2.80364 -4.98963 0.256 0.146 0.097
H 3.86297 4.20268 -3.14419 -0.061 0.177 -0.318
H 3.45215 3.73308 -1.69569 -0.177 0.058 0.075
O -0.12389 -2.48486 -4.26036 0.413 0.239 -1.098
C 1.04822 -2.54853 -3.48080 -0.872 -0.793 1.883
C 0.84837 -3.60867 -2.34496 -0.035 0.999 -0.877
O 0.27092 -4.79006 -2.88812 0.507 -0.045 0.186
H -0.89999 -2.77072 -3.77247 0.170 -0.143 0.276
H 1.96701 -2.76072 -4.02285 -0.363 -0.090 -0.693
H 1.16389 -1.57315 -2.99447 0.385 0.031 0.121
H 0.14748 -3.15462 -1.64427 -0.102 -0.196 0.212
H 1.78305 -3.80550 -1.82011 0.041 -0.006 0.020
H 0.59533 -5.50983 -2.33686 -0.193 -0.080 -0.065
O 0.24790 2.78272 1.68778 0.400 -0.047 0.814
C 1.61458 3.02132 1.91152 2.528 0.610 -1.399
C 1.93466 3.51564 3.30922 -0.388 -0.290 -0.812
O 1.32144 2.59184 4.20846 -0.047 0.336 0.190
H 0.06525 2.32467 2.53024 -0.899 0.041 -0.426
H 2.26236 2.17031 1.65522 -0.604 -0.545 0.409
H 2.05434 3.74183 1.20491 -0.784 0.364 -0.066
H 1.53183 4.52918 3.36203 -0.437 -0.234 0.806
H 3.01093 3.60011 3.47429 0.035 -0.219 -0.082
H 1.70471 1.73417 3.97325 0.170 0.109 0.189
O 4.47785 -2.59399 4.07525 -0.900 -0.364 0.447
C 4.36978 -3.66377 3.14519 1.325 0.799 -2.583
C 5.30536 -4.80877 3.43440 0.432 -1.472 0.789
O 5.73975 -5.42284 2.22527 -0.737 0.678 -0.889
H 3.77744 -2.67048 4.73215 0.135 0.047 0.080
H 3.39108 -3.91496 2.72578 -0.435 -0.164 1.069
H 4.79801 -3.23264 2.22677 0.158 -0.025 0.064
H 4.83325 -5.59283 4.03738 -0.110 0.127 0.267
H 6.16782 -4.44091 3.99250 -0.073 0.261 0.063
H 6.43432 -6.07675 2.31115 0.038 0.077 0.607
O -3.48435 3.31334 -2.11948 0.062 0.583 0.865
C -4.14485 3.33631 -0.80981 -0.874 -0.540 -2.350
C -5.61516 3.48473 -1.19418 0.101 -0.539 0.801
O -5.91597 4.70676 -1.81428 -0.150 0.519 0.187
H -2.75183 3.93463 -2.05913 0.246 -0.352 -0.048
H -4.00472 2.34047 -0.39417 0.097 0.194 0.553
H -3.82944 4.15507 -0.16778 0.251 -0.088 0.005
H -6.18855 3.37888 -0.26935 -0.258 0.356 -0.116
H -5.91642 2.66158 -1.85041 0.228 -0.155 0.031
H -5.38217 4.78696 -2.61191 0.129 -0.205 0.064
O 1.53409 -7.84081 1.92797 -0.663 0.124 -0.068
C 2.68279 -7.01614 1.82878 0.315 0.046 0.367
C 2.61773 -6.27563 0.50149 0.075 -0.572 0.598
O 1.72244 -5.19327 0.48318 -0.013 0.739 -0.326
H 1.63223 -8.55022 2.56528 0.309 0.034 0.070
H 2.74028 -6.28974 2.65160 -0.269 0.096 0.006
H 3.58685 -7.62033 1.95090 0.101 0.033 -0.494
H 2.35894 -7.03231 -0.24684 -0.085 0.097 -0.149
H 3.60803 -5.88343 0.26602 0.018 0.037 0.028
H 0.96891 -5.17623 1.10290 0.229 -0.608 -0.075
O -1.02568 3.89566 -0.78109 -0.358 -0.119 -0.658
C -0.89791 5.30633 -0.86462 0.989 0.074 0.832
C 0.57142 5.67156 -1.11844 -0.463 0.063 0.633
O 0.68370 7.08450 -1.26282 -0.007 -0.144 -0.482
H -0.61866 3.51715 0.00812 0.131 0.331 0.320
H -1.52081 5.69642 -1.66951 0.013 -0.242 -0.223
H -1.25932 5.77637 0.05323 0.037 0.104 0.092
H 0.92377 5.06748 -1.95509 0.115 0.388 -0.249
H 1.20587 5.42903 -0.25724 -0.293 -0.570 0.110
H 1.62775 7.26706 -1.28087 -0.072 0.203 -0.115
O 6.15508 -1.01046 2.36701 -0.447 0.161 0.716
C 6.18025 0.40861 2.62885 1.231 -1.060 -2.124
C 4.92776 1.08143 2.08744 -0.256 -0.177 1.370
O 3.87042 1.00594 3.05548 -0.292 0.202 0.542
H 5.62662 -1.43652 3.05825 0.120 0.016 -0.059
H 6.54779 0.60606 3.63640 -0.830 0.307 0.273
H 7.03017 0.68935 1.99667 -0.150 0.462 -0.035
H 4.51868 0.59330 1.20018 0.754 0.104 -0.327
H 5.12384 2.14142 1.92025 -0.154 -0.018 -0.122
H 3.88797 0.13059 3.45755 0.051 -0.045 -0.119
```
Forces are in eV/Å.

For the HOMO-LUMO gap, the calculation gives 8.888 eV. The HOMO energy is -0.33230 hartree. As for the total charge: 0.


The following is a DFT calculation (the ωB97M-V functional and the def2-TZVPD basis) of a molecular structure, C4H6O2P in a non-equilibrium geometry.

Geometry as XYZ:
```
13
Properties=species:S:1:pos:R:3:forces:R:3
C -1.16533 -0.87478 -0.10230 -0.945 -1.035 0.131
C -1.07341 -0.24350 1.07818 1.719 1.373 -2.585
C 0.47186 0.77173 -1.10585 1.538 -0.201 0.718
C -0.16007 -0.58420 -1.23091 -2.668 1.517 -1.401
O 0.86829 2.38975 1.18456 0.447 0.808 0.209
O 1.77936 0.03590 1.36042 -0.288 0.739 -0.233
P 0.78775 1.07610 0.52028 -3.095 -1.906 0.097
H -1.81704 -1.81851 -0.32919 0.675 1.726 0.477
H -1.84910 -0.31366 1.82632 0.247 -0.267 0.502
H 0.93759 1.36354 -1.92048 -0.495 -0.668 0.656
H 0.27056 -1.51801 -1.24075 2.868 -2.096 0.163
H -0.59578 -0.67808 -2.27241 -0.479 0.482 0.942
H 1.54532 0.39371 2.23211 0.475 -0.472 0.324
```
Forces are in eV/Å.

For the HOMO-LUMO gap, the calculation gives 7.166 eV. The HOMO energy is -0.10663 hartree. As for the total charge: -1.